{
  "formula": "C52H46BrEuGeN3O2S",
  "method": "the ωB97M-V functional and the def2-TZVPD basis",
  "multiplicity": 8,
  "relative_energy_kj_mol": 121.6,
  "s2": 15.761,
  "homo_lumo_gap_ev": [4.35, 4.60],
  "energy_ha": -8083.21060,
  "total_charge": -2,
  "elements": ["Eu", "O", "C", "C", "C", "C", "C", "C", "C", "O", "N", "N", "C", "C", "Br", "C", "C", "C", "C", "C", "C", "C", "H", "H", "H", "H", "H", "H", "H", "H", "H", "H", "H", "H", "H", "H", "C", "C", "C", "C", "C", "C", "C", "C", "S", "C", "N", "C", "C", "C", "C", "C", "C", "C", "C", "H", "H", "H", "H", "H", "H", "H", "H", "H", "H", "H", "H", "H", "H", "H", "H", "C", "Ge", "C", "C", "C", "C", "C", "C", "C", "C", "C", "C", "C", "C", "C", "C", "C", "C", "C", "C", "H", "H", "H", "H", "H", "H", "H", "H", "H", "H", "H", "H", "H", "H", "H", "H"],
  "positions_angstrom": [[-11.01442, -6.82025, 22.70799], [-11.85685, -6.35692, 18.12143], [-12.07247, -7.63237, 17.68490], [-11.70929, -8.04720, 16.37980], [-11.87334, -9.33700, 15.98937], [-12.51092, -10.25518, 16.83456], [-12.91391, -9.86470, 18.12889], [-12.53868, -8.59415, 18.59292], [-12.41523, -8.34689, 20.03596], [-12.90102, -9.48141, 20.72228], [-10.97009, -8.10726, 20.45209], [-10.54937, -6.72383, 20.20792], [-9.18068, -6.58141, 20.06487], [-8.74455, -5.30822, 20.03828], [-8.67081, -5.56910, 23.56727], [-8.20494, -4.18454, 20.38849], [-8.08436, -2.94532, 19.60755], [-7.64863, -1.72646, 20.12020], [-7.71547, -0.50215, 19.39526], [-8.13215, -0.51723, 18.06539], [-8.56952, -1.74590, 17.56632], [-8.59589, -2.91873, 18.28072], [-11.22312, -6.38211, 19.07871], [-11.21341, -7.26861, 15.76952], [-11.48722, -9.77633, 15.08106], [-12.53736, -11.27870, 16.53178], [-13.48067, -10.49578, 18.81292], [-12.97409, -7.47542, 20.36651], [-10.36921, -8.71630, 19.89073], [-8.56559, -7.43726, 19.88486], [-7.86129, -4.10907, 21.42908], [-7.32075, -1.71873, 21.17846], [-7.47377, 0.39638, 19.94846], [-8.23669, 0.40221, 17.47178], [-8.99915, -1.76905, 16.56252], [-8.91389, -3.83366, 17.85957], [-17.17192, -4.26829, 19.51397], [-15.78719, -3.61213, 19.79389], [-14.68153, -4.14403, 18.89505], [-15.98948, -2.09331, 19.51888], [-15.36641, -3.78033, 21.25569], [-16.22331, -3.32942, 22.26619], [-16.03635, -3.67865, 23.61059], [-14.90537, -4.38032, 23.92688], [-14.46273, -4.82847, 25.53363], [-13.07934, -5.68144, 24.85247], [-12.91523, -5.45924, 23.56376], [-13.94930, -4.73511, 22.99130], [-14.15174, -4.41533, 21.60898], [-12.20510, -6.53672, 25.62872], [-12.31626, -6.51994, 27.03675], [-11.35476, -7.22905, 27.74082], [-10.46838, -8.10777, 27.16138], [-10.43142, -8.23731, 25.77869], [-11.27187, -7.41927, 25.06149], [-17.40499, -4.16779, 18.44167], [-17.99247, -3.78722, 20.07445], [-17.24020, -5.32367, 19.83387], [-14.94027, -3.92317, 17.78933], [-14.44181, -5.18165, 19.02685], [-13.74408, -3.62261, 19.12419], [-16.13631, -1.93283, 18.49403], [-15.08455, -1.55734, 19.91929], [-16.83607, -1.74253, 20.09565], [-17.19242, -2.88800, 21.96909], [-16.68562, -3.34302, 24.40883], [-13.39803, -4.63236, 20.84028], [-12.97858, -5.89898, 27.60965], [-11.22458, -6.98551, 28.77776], [-9.82546, -8.74526, 27.78526], [-9.79959, -8.98815, 25.27108], [-13.14853, -9.11652, 22.07178], [-13.75493, -10.85258, 22.96460], [-14.35880, -10.69405, 24.86879], [-14.17217, -9.56312, 25.64270], [-14.72752, -9.46721, 26.93056], [-15.38347, -10.54115, 27.47914], [-15.47364, -11.73583, 26.76328], [-14.98071, -11.80048, 25.43515], [-12.09384, -11.89081, 23.17735], [-11.20523, -11.47627, 24.18122], [-9.90616, -11.99197, 24.22517], [-9.52298, -13.12919, 23.52117], [-10.45392, -13.65979, 22.62092], [-11.72726, -13.05721, 22.47376], [-15.17905, -11.82376, 22.07233], [-16.47741, -11.99432, 22.63692], [-17.44251, -12.61492, 21.89475], [-17.26315, -13.12173, 20.60222], [-16.00118, -13.01627, 20.05514], [-14.98192, -12.32567, 20.76529], [-13.90824, -8.33432, 22.12645], [-13.59465, -8.73768, 25.22599], [-14.61032, -8.53089, 27.45208], [-15.78005, -10.51958, 28.49205], [-15.89526, -12.59591, 27.26805], [-15.12851, -12.67657, 24.85937], [-11.43300, -10.58073, 24.73205], [-9.19857, -11.53417, 24.90451], [-8.56160, -13.57893, 23.68172], [-10.16210, -14.52224, 21.99378], [-12.34120, -13.47795, 21.70246], [-16.74454, -11.61293, 23.64081], [-18.39661, -12.68718, 22.42137], [-18.11197, -13.50835, 20.03501], [-15.82448, -13.42661, 19.04936], [-14.03464, -12.17466, 20.21612]],
  "forces_ev_per_angstrom": [[-0.162, -0.992, -1.303], [0.039, -0.880, -0.753], [0.672, 0.669, 0.372], [0.273, 2.269, 0.381], [-0.448, -1.775, 0.346], [-0.121, 0.851, 0.847], [0.554, 0.277, -0.751], [-0.111, -0.754, -1.438], [0.596, -0.779, 1.447], [0.326, 0.937, -1.313], [-0.276, -0.118, -0.394], [-0.725, -0.407, -0.786], [-1.086, 2.504, 0.039], [0.340, -2.222, -0.698], [0.777, 0.364, 0.474], [0.823, 1.049, 1.188], [-0.885, 0.270, -1.487], [0.002, 0.507, 0.666], [0.119, -1.296, 0.284], [-0.230, 0.117, 0.843], [-0.589, 0.115, -1.195], [1.343, 0.940, 1.287], [-0.129, -0.229, 0.097], [-0.351, -0.629, 0.220], [0.124, 0.488, -0.370], [-0.459, -0.551, -0.165], [0.551, -0.103, -0.228], [-0.106, 0.494, 0.057], [-0.284, -0.112, 0.079], [0.570, -0.458, -0.151], [-0.105, 0.016, -0.141], [-0.174, 0.132, -0.698], [0.143, 0.156, -0.278], [0.152, -0.487, 0.305], [0.221, 0.035, 0.089], [-0.564, -0.758, -0.460], [0.018, -0.354, 0.324], [-0.391, 0.547, 0.250], [-0.299, 1.152, -1.833], [1.544, -0.520, 2.235], [0.775, -0.486, 0.268], [-1.264, -0.706, 0.521], [-0.195, 1.079, -1.100], [-0.310, 0.535, 0.588], [0.350, -0.710, -0.073], [0.248, 0.409, -1.303], [-0.379, -0.115, 0.330], [0.165, -0.102, -0.931], [-0.492, 0.140, 0.924], [0.250, -0.868, 2.164], [1.260, -0.036, -0.461], [-0.559, 0.651, 0.751], [0.990, -1.207, -0.440], [-0.570, -0.121, 1.182], [-0.715, 0.471, -1.829], [0.072, -0.199, 0.301], [0.426, 0.142, -0.195], [0.366, 0.279, -0.419], [0.450, -0.523, 1.652], [-0.225, -0.665, -0.118], [-0.186, 0.118, -0.281], [-0.174, 0.445, -1.521], [-0.776, -0.269, -0.713], [-0.256, 0.209, -0.024], [0.706, -0.039, 0.267], [-0.279, -0.026, -0.198], [-0.345, -0.249, 0.655], [-0.424, 0.382, 0.065], [-0.306, -0.332, 0.627], [-0.086, 0.495, -0.033], [-0.156, 0.493, 0.377], [0.093, -1.315, 2.676], [1.009, 2.492, 0.110], [0.176, -0.376, -0.856], [-0.236, 0.502, 0.359], [0.632, 0.459, -0.958], [-0.094, -0.845, 0.235], [0.473, 0.207, -0.833], [-0.567, 0.795, 1.968], [0.071, -1.668, 0.300], [0.735, 0.348, -1.588], [-0.291, -0.254, 0.948], [-1.241, 0.344, -0.497], [-0.144, 0.031, 0.088], [1.309, 0.336, 0.015], [-0.706, -0.834, -0.659], [1.399, 0.402, -0.266], [-1.473, -0.250, 0.342], [-0.025, 0.272, 0.503], [0.500, 0.506, -0.095], [-0.295, -0.407, -0.306], [-0.741, 0.097, -0.174], [-0.219, -0.042, 0.132], [0.019, 0.083, 0.266], [0.032, 0.176, -0.118], [-0.146, -0.140, -0.235], [-0.005, -0.886, -0.369], [-0.077, 0.168, 0.338], [0.052, 0.020, 0.127], [0.360, -0.041, -0.146], [-0.376, 0.444, 0.420], [-0.546, -0.022, -0.231], [0.376, -0.253, -0.756], [-0.137, -0.160, -0.545], [0.314, -0.143, 0.237], [0.112, 0.366, 0.473], [-0.397, -0.073, 0.669]]
}

{
  "formula": "C52H47N2OP2PtS",
  "method": "the ωB97M-V functional and the def2-TZVPD basis",
  "multiplicity": 3,
  "s2": 2.013,
  "homo_lumo_gap_ev": [5.56, 7.06],
  "energy_ha": -3394.38850,
  "total_charge": 1,
  "elements": ["Pt", "O", "N", "C", "C", "C", "C", "C", "C", "C", "P", "C", "C", "C", "C", "C", "C", "C", "C", "C", "C", "C", "C", "H", "H", "H", "H", "H", "H", "H", "H", "H", "H", "H", "H", "H", "H", "H", "H", "C", "C", "C", "C", "C", "C", "C", "P", "C", "C", "C", "C", "C", "C", "C", "C", "C", "C", "C", "C", "C", "C", "H", "H", "H", "H", "H", "H", "H", "H", "H", "H", "H", "H", "H", "H", "H", "H", "H", "H", "H", "H", "N", "S", "C", "C", "C", "C", "C", "C", "C", "C", "C", "C", "C", "C", "H", "H", "H", "H", "H", "H", "H", "H", "H", "H", "H"],
  "positions_angstrom": [[0.49807, -0.37966, 0.12377], [-0.49883, -2.94176, -0.36523], [-1.26433, -1.76306, -0.33943], [-1.94613, -1.58946, -1.41383], [-2.81523, -0.46556, -1.66253], [-3.92483, -0.69906, -2.48983], [-4.82563, 0.30354, -2.77443], [-4.63493, 1.57504, -2.24893], [-3.53523, 1.83054, -1.45163], [-2.61453, 0.82924, -1.15133], [-1.13533, 1.31024, -0.19073], [-1.89303, 2.15344, 1.23387], [-2.22083, 3.50514, 1.19767], [-2.83353, 4.08864, 2.29037], [-3.11353, 3.33964, 3.42077], [-2.79033, 1.99394, 3.45647], [-2.18223, 1.40364, 2.36637], [-0.43383, 2.72824, -1.09123], [-0.82513, 3.17374, -2.34933], [-0.17393, 4.25214, -2.92873], [0.85397, 4.89514, -2.25833], [1.25257, 4.44674, -1.00723], [0.62187, 3.36094, -0.43503], [-0.35753, -3.20636, 0.56147], [-1.91493, -2.36626, -2.17283], [-4.07373, -1.69336, -2.88793], [-5.67833, 0.10084, -3.40383], [-5.33693, 2.36544, -2.46333], [-3.38403, 2.82694, -1.06283], [-1.97823, 4.10704, 0.33227], [-3.08733, 5.13664, 2.25737], [-3.58453, 3.80754, 4.26987], [-3.00133, 1.41144, 4.33847], [-1.90543, 0.36214, 2.38227], [-1.64003, 2.69444, -2.87473], [-0.47803, 4.59574, -3.90733], [1.34077, 5.74744, -2.70723], [2.05047, 4.94224, -0.47733], [0.92517, 2.98614, 0.53447], [-0.18653, -1.55816, 5.70677], [0.08727, -0.23696, 5.04877], [-0.05053, 0.91674, 5.82277], [0.30257, 2.16914, 5.36057], [0.79987, 2.31324, 4.07357], [0.87007, 1.20124, 3.26657], [0.51167, -0.07096, 3.72957], [0.81777, -1.29216, 2.40667], [0.36897, -2.98496, 2.89297], [1.37867, -3.93746, 3.03247], [1.07457, -5.24576, 3.35227], [-0.24853, -5.62696, 3.50517], [-1.25973, -4.70166, 3.30597], [-0.97683, -3.38226, 2.98547], [-2.09293, -2.41236, 2.76217], [2.63477, -1.19306, 2.51057], [3.29357, -1.43676, 3.71107], [4.65657, -1.22746, 3.79887], [5.34727, -0.72546, 2.70477], [4.69197, -0.45766, 1.52077], [3.32387, -0.70576, 1.39377], [2.64257, -0.47726, 0.11007], [0.10347, -1.50266, 6.75507], [0.36577, -2.36636, 5.23687], [-1.24703, -1.80636, 5.67407], [-0.42273, 0.81084, 6.83227], [0.19967, 3.03254, 6.00007], [1.12477, 3.27824, 3.71327], [1.23077, 1.29064, 2.24337], [2.40957, -3.64186, 2.90707], [1.87217, -5.95946, 3.48867], [-0.49323, -6.64286, 3.77317], [-2.29303, -5.00546, 3.39977], [-3.04203, -2.93796, 2.70087], [-1.93903, -1.85066, 1.84047], [-2.15043, -1.69806, 3.58017], [2.73947, -1.78926, 4.57097], [5.17917, -1.44816, 4.71687], [6.40827, -0.54616, 2.77597], [5.24027, -0.06666, 0.67357], [2.61477, -1.41496, -0.47403], [3.16277, 0.28624, -0.47163], [1.05587, 0.23574, -2.16193], [0.20997, 0.61264, -3.46183], [1.44107, 0.97164, -4.76823], [2.79747, 0.86304, -4.52873], [3.68017, 1.14604, -5.55863], [3.19687, 1.53554, -6.79753], [1.83257, 1.64554, -7.01903], [0.94357, 1.36504, -5.99723], [-0.19773, -1.01196, -4.12113], [0.72787, -2.03806, -4.10473], [0.39617, -3.24196, -4.70173], [-0.84813, -3.40426, -5.29243], [-1.77273, -2.37166, -5.28513], [-1.44483, -1.15956, -4.70363], [1.53357, 1.07824, -1.85513], [3.15507, 0.55464, -3.55573], [4.74407, 1.06474, -5.39323], [3.88527, 1.75384, -7.59873], [1.45837, 1.95064, -7.98363], [-0.12333, 1.43664, -6.15133], [1.68647, -1.88566, -3.63303], [1.11467, -4.04716, -4.71813], [-1.09723, -4.33816, -5.77073], [-2.74363, -2.49946, -5.73803], [-2.14293, -0.33446, -4.68923]],
  "forces_ev_per_angstrom": [[-0.032, 0.343, 0.228], [-0.589, -0.211, -0.596], [-0.061, -0.264, -0.260], [0.699, -1.252, 0.380], [-0.401, 0.993, -0.031], [0.281, -0.122, 0.234], [-0.055, 0.111, 0.015], [0.020, -0.070, 0.008], [-0.086, -0.099, 0.009], [0.237, -0.254, -0.187], [0.183, 0.302, 0.476], [0.118, -0.160, -0.103], [0.107, -0.051, 0.021], [-0.026, 0.166, 0.018], [-0.038, -0.014, -0.031], [-0.053, -0.019, 0.102], [0.003, -0.002, -0.186], [0.063, -0.145, -0.070], [-0.167, 0.090, 0.245], [0.042, 0.132, -0.080], [-0.031, -0.018, -0.079], [0.052, 0.026, 0.043], [-0.114, -0.119, -0.015], [-0.131, 0.338, -0.036], [-0.037, -0.179, 0.005], [-0.008, -0.063, -0.054], [-0.083, -0.036, -0.050], [-0.076, 0.078, -0.040], [-0.027, 0.043, 0.045], [-0.019, 0.037, -0.009], [-0.027, 0.128, 0.028], [-0.061, 0.050, 0.132], [-0.018, -0.103, 0.128], [-0.001, -0.181, 0.087], [0.035, 0.071, 0.030], [-0.024, 0.035, -0.049], [0.058, 0.057, -0.052], [0.113, 0.069, 0.036], [0.116, 0.069, 0.084], [0.017, -0.016, -0.015], [0.002, 0.172, -0.177], [0.010, 0.076, 0.103], [-0.072, 0.008, -0.011], [-0.003, -0.037, 0.043], [0.053, 0.066, -0.068], [-0.283, 0.029, -0.062], [0.375, 0.517, 0.045], [0.041, -0.047, -0.308], [0.029, 0.086, 0.040], [-0.050, -0.138, 0.028], [0.063, 0.006, 0.033], [0.015, -0.070, 0.002], [0.169, 0.053, 0.020], [-0.024, 0.046, 0.021], [-0.040, -0.093, -0.374], [0.215, -0.023, -0.102], [-0.079, -0.067, 0.179], [0.100, 0.012, -0.042], [-0.071, -0.017, 0.109], [0.073, -0.169, 0.512], [-0.479, 0.155, -0.310], [-0.020, -0.056, 0.016], [-0.018, -0.062, 0.091], [-0.082, -0.097, 0.003], [0.024, -0.006, 0.132], [-0.003, 0.057, 0.104], [-0.033, 0.077, -0.064], [-0.022, 0.059, 0.116], [0.034, -0.050, 0.014], [0.054, -0.101, -0.010], [-0.031, -0.115, 0.000], [-0.074, -0.032, 0.005], [-0.105, 0.040, -0.025], [-0.092, 0.058, 0.018], [-0.066, 0.162, 0.132], [-0.008, -0.014, 0.090], [0.045, 0.039, 0.105], [0.150, 0.024, 0.043], [0.013, 0.011, -0.036], [0.151, 0.149, -0.095], [-0.109, -0.134, -0.138], [0.263, -0.261, 0.172], [0.588, -0.802, -1.218], [-0.393, 0.214, 0.253], [-0.123, -0.039, 0.218], [-0.020, 0.030, -0.082], [0.063, -0.006, -0.049], [-0.069, -0.004, -0.016], [0.065, 0.035, 0.019], [-0.223, 0.361, 0.218], [0.052, -0.062, 0.093], [0.067, 0.076, 0.053], [-0.116, -0.030, -0.044], [-0.026, -0.036, -0.073], [0.131, 0.149, 0.073], [-0.023, 0.188, 0.019], [-0.021, -0.030, 0.072], [0.070, -0.011, 0.019], [0.086, 0.032, -0.075], [-0.008, 0.029, -0.115], [-0.132, 0.051, -0.066], [0.106, 0.013, 0.060], [0.039, -0.079, 0.019], [-0.032, -0.131, -0.024], [-0.087, -0.059, -0.080], [-0.087, 0.037, -0.038]]
}